# 1
34
Properties=species:S:1:pos:R:3:mulliken_spin:R:1 method="wB97M-V/def2-TZVPD" energy_ha=-2338.16752 lumo_energy_ha="-0.3696 / -0.4015" e_homo_ev="-16.2 / -15.9" multiplicity=2 charge=+2 relative_energy_ev=1.148 gap_ev="6.093 / 5.007"
I -0.911 -2.185 -0.540 0.264
I -1.092 2.370 -0.795 0.612
Ce 0.921 0.219 0.381 -0.028
P 0.286 0.022 -2.560 0.000
C -1.382 -0.006 -3.297 0.004
C 1.048 1.424 -3.475 0.011
H 2.042 -1.580 -2.967 -0.001
H 1.157 -1.194 -4.476 0.002
H 0.439 -2.304 -3.257 -0.003
C 1.055 -1.414 -3.408 0.004
H 2.048 1.595 -3.065 -0.001
H 1.118 1.162 -4.534 0.003
H -1.276 0.013 -4.390 0.001
H -1.961 0.869 -2.975 0.001
H 0.447 2.326 -3.340 -0.003
H -1.922 -0.910 -2.993 0.000
C -2.466 0.104 0.186 0.150
O -3.592 0.095 -0.022 -0.020
Cl 3.327 -0.016 -0.418 -0.002
C 1.800 -1.919 3.224 0.000
C 0.491 -1.157 3.398 -0.001
O 0.553 0.141 2.736 0.005
C 0.480 1.343 3.574 -0.002
C -0.925 1.904 3.659 0.002
H 2.004 -2.232 2.192 0.000
H 1.808 -2.822 3.840 0.000
H 2.646 -1.310 3.557 0.000
H -0.355 -1.701 2.942 0.001
H 0.272 -0.977 4.459 0.000
H 0.882 1.069 4.556 0.000
H 1.168 2.068 3.116 0.000
H -1.576 1.229 4.224 0.000
H -0.881 2.860 4.190 0.000
H -1.373 2.065 2.672 -0.001



# 2
29
Properties=species:S:1:pos:R:3:mulliken_charge:R:1 method="wB97M-V/def2-TZVPD" energy_ha=-425.33546 lumo_energy_ha=-0.1341 e_homo_ev=-11.8 multiplicity=1 charge=+1 relative_energy_ev=4.076 gap_ev=8.103
C 0.418 1.296 0.236 -0.226
C -0.159 -0.822 -2.494 -0.524
C 0.328 -2.263 1.662 -1.139
C 2.236 -0.418 0.216 -1.679
C -0.994 3.200 0.169 -0.927
C -1.985 1.057 -0.094 -1.094
C 0.501 -0.650 1.753 -0.520
C 0.781 -0.151 0.323 1.433
N -0.327 -2.059 -2.840 -0.159
N -0.767 1.749 0.118 0.172
H 1.208 2.100 0.348 0.289
H 0.801 -0.374 -2.710 0.182
H -0.341 -2.435 0.756 0.262
H -0.198 -2.632 2.537 0.386
H 1.197 -2.897 1.603 0.365
H 2.221 -1.513 0.163 0.442
H 2.863 -0.229 1.138 0.362
H 2.693 -0.129 -0.757 0.390
H -1.345 3.644 -0.810 0.332
H -1.764 3.353 0.963 0.332
H -0.180 3.829 0.373 0.407
H -2.561 1.626 -0.814 0.437
H -2.011 0.198 -0.690 0.323
H -2.550 1.159 0.848 0.427
H -0.501 -0.347 2.227 0.259
H 1.226 -0.553 2.542 0.328
H 0.322 -0.721 -0.459 -0.379
H 0.169 -2.689 -3.469 0.227
H -1.281 -2.328 -2.839 0.292



# 3
30
Properties=species:S:1:pos:R:3:mulliken_charge:R:1 method="wB97M-V/def2-TZVPD" energy_ha=-500.72407 lumo_energy_ha=-0.1196 smiles=OCCCC[C@@H]1C[NH2+]CCN1 e_homo_ev=-12.7 multiplicity=1 charge=+1 relative_energy_ev=0.000 gap_ev=9.417
O 4.001 -0.766 0.898 -0.538
C 4.099 0.323 -0.018 -0.619
C 2.783 1.074 0.022 -0.598
C 1.631 0.264 -0.555 -0.640
C 0.281 0.924 -0.289 -0.959
C -0.916 0.138 -0.811 0.184
C -2.235 0.863 -0.479 -0.916
N -2.706 0.390 0.869 -0.113
C -3.104 -1.076 0.852 -0.631
C -2.237 -1.803 -0.182 -0.681
N -0.913 -1.225 -0.282 -0.331
H 4.605 -1.462 0.636 0.319
H 4.309 -0.039 -1.030 0.347
H 4.916 0.989 0.275 0.348
H 2.580 1.304 1.074 0.355
H 2.891 2.030 -0.497 0.363
H 1.756 0.140 -1.635 0.284
H 1.655 -0.738 -0.123 0.426
H 0.171 1.085 0.796 0.295
H 0.264 1.919 -0.744 0.406
H -0.865 0.084 -1.904 0.313
H -2.110 1.944 -0.426 0.459
H -3.039 0.639 -1.178 0.383
H -1.944 0.525 1.537 0.383
H -3.483 0.960 1.201 0.364
H -2.942 -1.452 1.861 0.402
H -4.170 -1.119 0.629 0.339
H -2.702 -1.754 -1.168 0.350
H -2.183 -2.858 0.085 0.386
H -0.392 -1.300 0.585 0.320



# 4
32
Properties=species:S:1:pos:R:3:mulliken_spin:R:1 method="wB97M-V/def2-TZVPD" energy_ha=-917.35614 lumo_energy_ha="0.0227 / -0.0421" e_homo_ev="-5.8 / -8.6" multiplicity=3 relative_energy_ev=0.000 gap_ev="6.368 / 7.471"
C 0.696 -0.206 0.226 -0.025
C 1.119 -2.558 0.833 0.095
C -0.490 0.958 3.197 0.000
C 1.905 1.570 2.989 0.001
C -1.650 1.491 -2.010 0.082
C -1.926 -0.821 -3.658 0.039
C 0.719 -1.602 -0.361 -0.077
C 0.700 1.146 2.228 -0.001
N 0.610 0.185 -3.704 0.363
N -0.572 -1.940 -0.920 0.972
O 0.567 0.721 -0.532 0.001
O 0.818 -0.099 1.516 0.002
P -0.640 0.156 -2.773 0.564
H 1.121 -3.597 0.689 -0.013
H 2.075 -2.109 1.176 0.001
H 0.371 -2.327 1.647 0.012
H -0.375 1.438 4.160 0.000
H -1.301 1.276 2.668 0.000
H -0.733 -0.135 3.408 0.000
H 1.914 1.226 4.032 0.000
H 2.035 2.568 2.872 0.000
H 2.853 1.048 2.591 0.000
H -1.227 2.475 -1.677 -0.009
H -2.374 1.939 -2.756 0.011
H -2.025 1.120 -1.111 0.006
H -2.497 -0.093 -4.309 0.005
H -1.368 -1.660 -4.053 0.008
H -2.860 -1.160 -3.136 0.003
H 1.532 -1.662 -1.198 0.006
H 0.669 1.950 1.517 0.003
H 1.497 0.420 -3.374 -0.024
H -1.165 -1.720 -0.179 -0.025



# 5
30
Properties=species:S:1:pos:R:3:mulliken_charge:R:1 method="wB97M-V/def2-TZVPD" energy_ha=-823.51997 lumo_energy_ha=-0.1569 e_homo_ev=-12.8 multiplicity=1 charge=+1 relative_energy_ev=5.611 gap_ev=8.529
C -0.279 0.677 0.528 0.312
C 1.948 -1.107 -0.416 -1.328
C 0.849 -1.673 -2.706 -1.435
C -1.831 -1.182 0.887 -1.026
C -0.605 -0.411 2.723 -1.391
C 0.338 1.102 -1.978 -1.176
C -0.874 2.770 1.955 -0.996
C 0.635 -1.187 -1.232 0.833
N -0.795 -0.222 1.291 0.295
N -0.176 0.013 -1.251 -0.201
S 0.471 2.140 0.863 0.121
H 2.401 -0.072 -0.457 0.207
H 1.754 -1.515 0.564 0.294
H 2.677 -1.773 -0.832 0.505
H 1.106 -2.714 -2.693 0.447
H 1.908 -1.396 -3.020 0.345
H 0.008 -1.171 -3.297 0.338
H -1.457 -2.161 1.329 0.345
H -2.689 -0.805 1.478 0.395
H -2.005 -1.109 -0.218 0.373
H -0.222 -1.424 2.896 0.402
H 0.098 0.124 3.189 0.599
H -1.513 -0.243 3.280 0.436
H -0.479 1.855 -2.097 0.392
H 0.375 0.672 -3.049 0.385
H 1.343 1.553 -1.797 0.393
H -0.729 3.819 2.305 0.371
H -0.940 2.258 2.860 0.318
H -1.852 2.539 1.570 0.370
H 0.093 -2.011 -0.677 0.077



# 6
35
Properties=species:S:1:pos:R:3:mulliken_spin:R:1 method="wB97M-V/def2-TZVPD" energy_ha=-2197.33099 lumo_energy_ha="-0.4720 / -0.5538" e_homo_ev="-19.4 / -19.1" multiplicity=3 charge=+3 relative_energy_ev=0.006 gap_ev="6.508 / 3.992"
I 0.321 -0.743 -4.324 0.504
I -0.405 1.608 -3.414 0.418
Mo 0.059 0.247 0.260 1.101
P -2.245 -0.192 -0.065 -0.050
C -3.256 1.302 0.302 0.007
C -2.853 -0.639 -1.715 0.018
H -3.960 -0.757 -1.757 0.002
H -4.136 -1.496 0.864 0.000
H -2.411 -1.593 -2.058 0.003
H -2.618 -2.445 0.886 0.001
H -3.013 2.112 -0.402 0.001
H -2.543 0.117 -2.466 0.001
C -3.043 -1.437 1.039 -0.008
H -4.353 1.144 0.259 0.002
H -2.902 -1.214 2.112 0.000
H -3.036 1.692 1.308 0.000
P 2.315 -0.118 -0.087 -0.073
C 3.221 1.417 0.310 0.024
C 3.087 -1.339 1.034 0.002
H 2.472 -1.516 -2.055 0.003
H 4.021 -0.648 -1.780 -0.001
H 2.570 0.185 -2.477 0.000
C 2.909 -0.555 -1.725 0.003
H 2.666 -2.341 0.863 0.000
H 4.175 -1.373 0.851 -0.001
H 4.317 1.289 0.261 0.003
H 2.979 1.788 1.315 0.001
H 2.922 -1.099 2.097 0.001
H 2.930 2.204 -0.399 0.000
C -0.004 2.292 0.111 -0.026
O -0.134 3.382 0.536 0.070
Cl 1.011 0.718 2.983 0.006
C -0.168 -0.355 2.270 -0.007
H 0.272 -1.366 2.334 -0.005
H -1.167 -0.270 2.730 0.004



# 7
35
Properties=species:S:1:pos:R:3:mulliken_spin:R:1 method="wB97M-V/def2-TZVPD" energy_ha=-2196.25040 lumo_energy_ha="-0.4391 / -0.5059" e_homo_ev="-18.6 / -18.4" multiplicity=3 charge=+3 relative_energy_ev=0.155 gap_ev="6.669 / 4.658"
I 0.001 -1.411 -5.903 0.544
I 0.001 1.303 -5.876 0.450
W 0.002 0.800 0.328 0.655
P -2.241 -0.015 0.196 -0.072
C -3.120 -0.126 -1.365 0.001
C -2.916 -1.438 1.108 0.012
H -4.017 -1.323 1.178 -0.001
H -4.143 1.178 0.902 0.001
H -2.462 -1.463 2.108 0.002
H -2.750 1.525 2.014 0.002
H -2.833 -1.056 -1.887 -0.001
H -2.693 -2.374 0.566 0.007
C -3.065 1.415 0.967 0.014
H -4.206 -0.138 -1.136 0.000
H -2.872 2.338 0.403 0.001
H -2.884 0.753 -1.988 0.000
P 2.241 -0.028 0.202 -0.073
C 3.125 -0.142 -1.355 0.001
C 3.071 1.395 0.980 0.014
H 2.448 -1.481 2.113 0.002
H 4.006 -1.349 1.187 -0.001
H 2.677 -2.390 0.570 0.007
C 2.904 -1.457 1.114 0.012
H 2.752 1.506 2.024 0.002
H 4.148 1.152 0.919 0.001
H 4.210 -0.158 -1.122 0.000
H 2.893 0.739 -1.978 0.000
H 2.888 2.321 0.415 0.001
H 2.836 -1.071 -1.878 -0.001
C 0.003 0.162 -1.615 -0.004
O 0.003 -0.525 -2.625 0.059
Cl 0.004 2.433 2.091 0.119
C -0.003 -0.211 2.074 0.219
H 0.899 -0.435 2.636 0.014
H -0.907 -0.430 2.633 0.014



# 8
45
Properties=species:S:1:pos:R:3:mulliken_charge:R:1 method="wB97M-V/def2-TZVPD" energy_ha=-1870.68257 lumo_energy_ha=-0.1458 e_homo_ev=-8.9 multiplicity=1 charge=+1 gap_ev=4.898
Zr 1.356 -0.086 -0.920 1.601
C -0.298 -1.781 4.229 -0.715
C 0.768 -1.876 5.222 0.299
C 2.238 -1.530 4.676 0.361
O 3.159 -1.615 5.475 -0.584
C 2.424 -1.164 3.266 -0.667
C 1.310 -1.122 2.500 -0.052
C -0.090 -1.338 2.953 0.624
O -1.137 -1.195 2.162 -0.847
O 1.481 -0.729 1.262 -0.200
O 0.597 -2.189 6.376 -0.585
H -1.272 -2.060 4.604 0.456
H 3.402 -1.230 2.813 0.406
Cl 3.768 0.211 -1.443 -0.483
C -1.402 1.462 0.468 0.465
O -0.401 0.919 -0.047 -0.106
N -1.987 0.870 1.527 -0.466
N -2.081 2.480 -0.037 -0.320
H -2.429 1.492 2.184 0.192
H -1.652 -0.060 1.831 0.237
H -1.847 2.959 -0.885 0.182
H -2.822 2.760 0.585 0.187
C -2.173 0.808 -3.086 0.626
O -1.094 0.457 -2.564 -0.322
N -2.461 1.948 -3.720 -0.353
N -3.271 0.009 -3.051 -0.434
H -1.761 2.672 -3.681 0.189
H -3.271 2.008 -4.306 0.160
H -3.423 -0.610 -2.274 0.214
H -3.951 0.183 -3.767 0.151
O 2.034 1.889 0.279 -0.436
H 1.698 2.779 0.132 0.275
H 2.921 2.016 0.640 0.276
O -0.329 -1.476 -0.969 -0.239
H -0.361 -2.336 -1.400 0.266
H -1.234 -1.307 -0.683 0.224
O 2.106 -2.279 -1.015 -0.361
H 1.661 -3.109 -0.803 0.254
H 3.001 -2.535 -1.275 0.279
O 1.295 -0.742 -3.072 -0.365
H 1.542 -1.565 -3.509 0.301
H 0.890 -0.205 -3.764 0.240
O 1.144 1.735 -2.146 -0.402
H 1.657 2.549 -2.206 0.281
H 0.292 1.936 -2.559 0.191